Here is a 2-piece molecular cluster, C5H14N2O overall at a distorted geometry from the Open Molecules 2025 dataset. Energies are from the ωB97M-V functional and the def2-TZVPD basis.

The calculation puts the highest occupied orbital energy at -8.045 eV. The SMILES is C[C@@H](N)CO.[H]/N=C\C. The energy relative to the best compared isomer or geometry (same formula, charge and spin) is 62.84 kcal/mol. The calculation puts the orbital gap at 8.78 eV.

ORCA input file:
```
! RIJCOSX wB97M-V def2-TZVPD def2/J DEFGRID3
* xyz 0 1
C -0.18574 -1.11701 -0.17584
C -1.72853 -0.43465 0.20085
C 0.12908 -2.10202 0.93880
N -0.27094 -1.79019 -1.45574
O -1.79290 0.23779 1.37090
H -1.03547 1.09250 1.39632
H 0.64106 -0.40987 -0.26142
H -1.04477 -2.45088 -1.46334
H -0.41916 -1.12667 -2.21037
H -2.35612 -1.33395 0.24459
H -1.99600 0.17427 -0.68043
H 1.11148 -2.55288 0.78804
H -0.61657 -2.89790 0.96353
H 0.11345 -1.58612 1.89974
C 1.80563 2.08194 -0.74349
C 0.44923 2.02000 -0.13050
N 0.17801 1.95557 1.11897
H 0.97559 1.89592 1.74677
H -0.40259 2.03653 -0.80208
H 2.59366 1.89240 -0.01368
H 1.96823 3.06641 -1.18447
H 1.88340 1.34882 -1.54715
*
```

Mulliken population analysis, charges in e, atoms 1 to 5: 0.664, -0.706, -1.484, -0.700, -0.644



Here is C32H48AsNO4P2RuS4 as an isolated structure at a distorted geometry from the Open Molecules 2025 dataset. Energies are from the ωB97M-V functional and the def2-TZVPD basis.

The calculation puts the highest occupied orbital energy (alpha / beta) at -3.838 / -3.818 eV. As for the expectation value of S²: 0.76. The energy relative to the best compared isomer or geometry (same formula, charge and spin) is 26.02 kcal/mol. The calculation puts the orbital gap (alpha / beta) at 6.10 / 6.08 eV.

ORCA input file:
```
! RIJCOSX wB97M-V def2-TZVPD def2/J DEFGRID3
* xyz -1 2
Ru 0.29914 -0.11130 -0.60727
O 2.60712 3.02508 1.19060
C 1.94397 2.53217 0.28803
O 1.78962 1.27713 0.06642
C 1.31634 3.49009 -0.74110
P 0.04031 2.69869 -1.79708
C 0.90510 2.17722 -3.31297
C 0.19659 2.10390 -4.51366
C 0.77814 1.55260 -5.64349
C 2.07946 1.06578 -5.58984
C 2.79088 1.14091 -4.40331
C 2.20820 1.68982 -3.26771
C -0.77485 4.24579 -2.39782
C -0.11483 5.15776 -3.22464
C -0.71510 6.35201 -3.58901
C -1.99146 6.66150 -3.13108
C -2.65760 5.76952 -2.30724
C -2.04936 4.57144 -1.94523
H 2.13250 3.91606 -1.33081
H 0.83708 4.31474 -0.21175
H -0.82664 2.46049 -4.55906
H 0.20976 1.48672 -6.56298
H 2.52731 0.61223 -6.46532
H 3.79473 0.73922 -4.34378
H 2.75707 1.69221 -2.33501
H 0.87587 4.91913 -3.59375
H -0.18642 7.04590 -4.23119
H -2.46116 7.59435 -3.41750
H -3.65199 6.00066 -1.94484
H -2.57641 3.87949 -1.30193
O 1.39732 -3.69925 -6.30540
C 1.19550 -3.10018 -5.27786
S -0.38381 -2.49007 -4.77781
C 0.14288 -1.76098 -3.27702
C 1.44183 -1.85939 -2.96656
S 2.09612 -1.16232 -1.52331
S 2.45957 -2.72435 -4.09546
S -0.98802 -0.92738 -2.22867
C 0.29504 -3.91415 0.21156
C 1.16924 -3.65011 1.45570
C 1.04371 -4.83261 2.42734
C 2.63533 -3.61846 0.99462
P 0.68310 -1.96145 2.16783
N 0.34687 -0.85909 1.12902
C 2.08881 -1.34632 3.27256
C 1.57409 -0.13364 4.06403
C 3.20660 -0.81282 2.35097
C 2.68256 -2.35036 4.26659
C -0.87658 -2.22291 3.21138
C -0.68323 -2.89850 4.57263
C -1.86934 -3.04316 2.37182
C -1.55877 -0.86157 3.43011
H 0.84179 -4.56551 -0.47580
H 0.05872 -2.99575 -0.32465
H -0.63952 -4.41126 0.46582
H 1.44623 -5.72088 1.92916
H 0.01357 -5.05479 2.69751
H 1.61709 -4.68540 3.34277
H 2.82402 -4.52818 0.41679
H 3.32999 -3.61690 1.83289
H 2.84371 -2.76995 0.35009
H 1.09031 0.58712 3.40397
H 2.43089 0.36244 4.52750
H 0.88836 -0.41757 4.86141
H 2.79763 -0.33675 1.45957
H 3.90865 -1.59185 2.06193
H 3.76680 -0.04241 2.88789
H 1.94491 -2.75567 4.95786
H 3.44064 -1.83000 4.86176
H 3.18202 -3.18161 3.77199
H -0.18076 -3.86230 4.50903
H -1.67257 -3.07231 5.00943
H -0.13127 -2.26821 5.26956
H -1.58123 -4.08798 2.27864
H -2.00394 -2.60115 1.38464
H -2.84111 -3.01925 2.87589
H -1.05321 -0.24099 4.16507
H -2.57789 -1.04607 3.78764
H -1.61314 -0.33458 2.48185
C -3.79105 1.38479 -1.44906
As -3.46601 0.79341 0.35876
C -5.20836 0.86006 1.20121
C -2.36865 2.08116 1.29689
O -2.87159 -0.72725 0.39127
H -4.49437 2.21648 -1.48424
H -4.20664 0.51816 -1.96193
H -2.84707 1.64651 -1.92372
H -5.63688 1.86172 1.15844
H -5.09276 0.54900 2.23841
H -5.85720 0.15452 0.68565
H -2.37848 3.05511 0.81053
H -1.35167 1.68773 1.32176
H -2.74216 2.17408 2.31605
*
```

Mulliken population analysis, charges in e, atoms 1 to 5: 2.993, -0.758, 0.038, -0.204, -0.978